The following is a DFT calculation (ωB97M-V/def2-TZVPD) of a 5-piece molecular cluster, C29H49F12O9S overall.

Last column: Löwdin charge in e.
Geometry (Å):
1 C -1.183589 -0.464556 1.876763  -0.109
2 O -2.538015 -0.799506 2.055233  -0.187
3 C -3.029640 -1.918815 1.345744  -0.240
4 C -3.663430 -2.916609 2.315910  -0.175
5 C -2.613127 -3.601669 3.194176  -0.225
6 C -3.200496 -4.592523 4.213127  -0.195
7 C -2.266359 -5.749037 4.621144  -0.210
8 C -1.183592 -5.373528 5.649973  -0.197
9 C 0.037148 -4.604065 5.110528  -0.180
10 C 1.214819 -5.450908 4.550801  -0.182
11 C 0.948738 -6.934082 4.223936  -0.198
12 C 1.816781 -7.447843 3.054932  -0.190
13 C 1.104216 -7.362049 1.683816  -0.235
14 C 1.919597 -6.679661 0.570590  -0.403
15 S 1.781208 -4.877580 0.748201  1.103
16 H -0.582981 -1.353879 1.638128  0.070
17 H -1.057240 0.280227 1.081288  0.087
18 H -0.809108 -0.039974 2.812988  0.091
19 H -3.754154 -1.585486 0.593785  0.123
20 H -2.203750 -2.405564 0.794431  0.105
21 H -4.347255 -2.354676 2.961390  0.127
22 H -4.230428 -3.663044 1.749294  0.119
23 H -1.899213 -4.138558 2.545226  0.099
24 H -2.042149 -2.819288 3.708348  0.109
25 H -3.529043 -4.056115 5.109282  0.119
26 H -4.099071 -5.037531 3.763579  0.112
27 H -2.877535 -6.551419 5.050986  0.114
28 H -1.824871 -6.151058 3.700041  0.085
29 H -0.841615 -6.266983 6.187491  0.110
30 H -1.667186 -4.747149 6.410402  0.113
31 H 0.435523 -3.983450 5.920861  0.111
32 H -0.287453 -3.899901 4.341478  0.080
33 H 1.583726 -4.948553 3.641490  0.068
34 H 2.054036 -5.411926 5.252435  0.115
35 H -0.098891 -7.088462 3.961740  0.083
36 H 1.151093 -7.545309 5.105980  0.119
37 H 2.749345 -6.868053 3.012698  0.109
38 H 2.094846 -8.491029 3.227734  0.117
39 H 0.844836 -8.354578 1.304649  0.128
40 H 0.144155 -6.836815 1.794781  0.102
41 H 1.576264 -6.948074 -0.430712  0.101
42 H 2.989071 -6.889682 0.660985  0.103
43 H 0.462879 -4.729571 0.507401  0.005
44 H 2.211255 -4.448854 -0.455140  -0.003
45 C -4.325268 5.167783 0.277312  -0.056
46 C -3.217104 6.178096 0.453334  -0.185
47 O -1.998689 5.754651 -0.215819  0.022
48 C -1.950123 5.996231 -1.515483  -0.406
49 O -2.792644 6.485671 -2.202463  0.182
50 C -0.565662 5.597508 -2.075693  -0.551
51 F -0.159074 4.410207 -1.624140  0.167
52 F 0.336115 6.510450 -1.696022  0.162
53 F -0.599688 5.555661 -3.400196  0.169
54 H -4.015960 4.184501 0.631409  0.083
55 H -5.196948 5.483081 0.850105  0.087
56 H -4.615228 5.084509 -0.769086  0.080
57 H -2.927166 6.281148 1.496582  0.121
58 H -3.499544 7.157459 0.070016  0.129
59 C 1.678619 6.298819 1.418177  -0.045
60 C 0.627037 6.653238 2.442836  -0.190
61 O 1.118920 6.466110 3.789454  0.032
62 C 1.838590 7.460385 4.284528  -0.405
63 O 2.119806 8.489193 3.751249  0.177
64 C 2.257637 7.126162 5.735358  -0.560
65 F 2.687663 5.867455 5.841685  0.167
66 F 1.206866 7.275281 6.548610  0.170
67 F 3.222196 7.936317 6.139036  0.183
68 H 2.034419 5.279917 1.576531  0.087
69 H 1.245736 6.365257 0.421218  0.058
70 H 2.531448 6.974176 1.477673  0.085
71 H -0.230924 5.987167 2.375693  0.117
72 H 0.284537 7.681528 2.330689  0.128
73 C 0.311989 4.390152 -6.379194  -0.049
74 C 1.582158 3.727591 -5.893233  -0.181
75 O 2.139604 2.872321 -6.928111  0.013
76 C 2.827825 3.502630 -7.871854  -0.404
77 O 3.051940 4.670731 -7.951620  0.181
78 C 3.380856 2.484123 -8.893218  -0.558
79 F 2.461581 1.576224 -9.228837  0.163
80 F 4.421094 1.832275 -8.354925  0.162
81 F 3.787809 3.102229 -9.987714  0.188
82 H -0.413564 3.647636 -6.712948  0.087
83 H -0.137932 4.986434 -5.589620  0.061
84 H 0.534580 5.049168 -7.216994  0.083
85 H 1.406360 3.064400 -5.049140  0.121
86 H 2.330328 4.465435 -5.607349  0.126
87 C 1.689759 -0.892196 -6.839569  -0.047
88 C 2.223427 -1.483525 -5.558254  -0.181
89 O 1.438492 -1.109291 -4.395487  0.036
90 C 0.353323 -1.823156 -4.170352  -0.416
91 O -0.085694 -2.729289 -4.811169  0.176
92 C -0.311635 -1.349547 -2.856696  -0.557
93 F -0.322867 -0.032851 -2.727176  0.187
94 F 0.398792 -1.862046 -1.821600  0.122
95 F -1.546126 -1.806649 -2.756011  0.183
96 H 1.619105 0.193251 -6.765642  0.070
97 H 2.376931 -1.135575 -7.649264  0.091
98 H 0.707300 -1.289946 -7.090960  0.086
99 H 3.217848 -1.103269 -5.334854  0.127
100 H 2.269182 -2.571645 -5.606622  0.124

Cartesian forces (eV/Å) of the 2 atoms listed first:
C 0.036 0.052 -0.017
O -0.014 -0.055 0.274

Summary:
electronic energy = -92733.68088 eV
maximum force = 0.612 eV Å⁻¹
HOMO-LUMO gap = 8.13 eV
charge = +1
energy above the lowest of the compared OMol25 structures with the same formula, charge and spin = 0.0 kJ/mol